Formula: C4H14N2O
Source: the OMol25 dataset
Level of theory: ωB97M-V/def2-TZVPD

Results
* SMILES: NCCCCN.O
* total energy: -345.528397 a.u.
* relative energy (zero: lowest compared OMol25 entry of this formula, charge and spin): 30.0 kcal per mole
* lowest unoccupied orbital energy: 0.618 eV
* net charge: 0
* M: 106.17 g mol⁻¹

Geometry as XYZ:
```
21
C4H14N2O ωB97M-V/def2-TZVPD
N -2.849 -0.779 -0.416
C -1.598 0.008 -0.299
C -0.365 -0.843 0.109
C 0.139 -0.532 1.531
C 0.631 0.906 1.681
N 2.019 1.024 1.140
H -2.974 -1.360 0.405
H -2.819 -1.372 -1.232
H -1.828 0.804 0.406
H -1.421 0.367 -1.313
H -0.658 -1.887 0.027
H 0.478 -0.685 -0.572
H 1.047 -1.114 1.745
H -0.579 -0.843 2.295
H -0.013 1.656 1.211
H 0.662 1.194 2.728
H 2.159 2.001 0.905
H 1.987 0.566 0.228
O 1.545 0.194 -3.021
H 2.046 -0.529 -2.631
H 2.221 0.863 -3.227
```


Formula: C23H35NO6S2
Source: the OMol25 dataset
Level of theory: ωB97M-V/def2-TZVPD

Results
* SMILES: C#CC1=C(CCN)C(=O)C([C@@H](C)CCC)=CC1=O.O=S1(=O)CCCC1.O=S1(=O)CCCC1
* total energy: -2199.854247 a.u.
* lowest unoccupied orbital energy: -0.559 eV
* net charge: 0
* M: 485.67 g mol⁻¹

Geometry as XYZ:
```
67
C23H35NO6S2 ωB97M-V/def2-TZVPD
C 2.674 1.650 0.394
C 2.353 0.496 0.307
C 1.705 -0.738 0.002
C 2.057 -1.509 -1.036
C 3.177 -1.236 -1.994
C 4.571 -1.076 -1.354
N 5.662 -1.664 -2.134
C 1.254 -2.757 -1.235
O 1.751 -3.775 -1.658
C -0.197 -2.677 -0.865
C -1.126 -3.485 -1.717
C -2.556 -3.517 -1.186
C -1.052 -2.975 -3.179
C -0.972 -1.461 -3.373
C -2.187 -0.686 -2.867
C -0.516 -1.917 0.181
C 0.568 -1.178 0.884
O 0.553 -0.960 2.068
H 3.064 2.637 0.472
H 3.202 -2.058 -2.708
H 2.908 -0.339 -2.558
H 4.783 -0.016 -1.241
H 4.591 -1.530 -0.367
H 5.758 -2.649 -1.933
H 5.513 -1.551 -3.127
H -0.755 -4.510 -1.750
H -2.897 -2.526 -0.901
H -3.232 -3.906 -1.945
H -2.635 -4.162 -0.310
H -1.919 -3.339 -3.731
H -0.172 -3.419 -3.648
H -0.894 -1.284 -4.448
H -0.056 -1.052 -2.944
H -2.166 -0.527 -1.791
H -2.221 0.298 -3.334
H -3.109 -1.201 -3.135
H -1.529 -1.813 0.543
O 6.367 4.082 2.394
S 5.072 4.674 2.187
O 4.392 4.534 0.921
C 3.981 4.160 3.510
C 4.185 5.217 4.590
C 4.214 6.566 3.858
C 5.147 6.411 2.649
H 4.251 3.151 3.812
H 2.964 4.175 3.120
H 3.393 5.178 5.337
H 5.136 5.047 5.100
H 3.208 6.818 3.518
H 4.552 7.371 4.507
H 4.839 7.006 1.794
H 6.183 6.627 2.900
O -4.552 -2.011 2.088
S -4.845 -1.220 0.921
O -3.795 -0.488 0.254
C -5.719 -2.244 -0.261
C -7.188 -2.064 0.109
C -7.373 -0.566 0.384
C -6.220 -0.121 1.292
H -5.357 -3.265 -0.172
H -5.502 -1.852 -1.254
H -7.842 -2.415 -0.688
H -7.416 -2.640 1.009
H -7.336 -0.015 -0.558
H -8.336 -0.356 0.848
H -5.900 0.900 1.105
H -6.453 -0.251 2.346
```


Formula: C46H41CaClI2N9O2
Source: the OMol25 dataset
Level of theory: ωB97M-V/def2-TZVPD

Results
* total energy: -4154.065304 a.u.
* lowest unoccupied orbital energy (alpha / beta): 1.898 / 1.898 eV
* net charge: -1
* M: 1081.23 g mol⁻¹

Geometry as XYZ:
```
102
C46H41CaClI2N9O2 ωB97M-V/def2-TZVPD
Ca -0.863 -0.322 0.990
I -4.965 -6.968 1.033
C -3.694 -5.298 0.738
C -2.383 -5.498 0.350
C -1.600 -4.387 0.166
I 0.433 -4.562 -0.396
C -2.032 -3.053 0.350
O -1.252 -2.080 0.130
C -3.376 -2.917 0.808
C -3.920 -1.534 1.041
N -3.023 -0.702 1.828
C -3.017 -0.991 3.245
C -2.216 -2.217 3.593
C -2.629 -3.087 4.599
C -1.775 -4.100 5.004
C -0.554 -4.236 4.360
C -0.260 -3.357 3.330
N -1.054 -2.362 2.970
C -4.181 -4.024 0.975
H -1.983 -6.491 0.201
H -4.919 -1.615 1.510
H -4.045 -1.043 0.067
H -3.277 0.271 1.690
H -4.036 -1.084 3.670
H -2.509 -0.156 3.742
H -3.591 -2.953 5.077
H -2.053 -4.762 5.811
H 0.152 -4.999 4.652
H 0.666 -3.447 2.777
H -5.208 -3.890 1.292
Cl -6.533 1.642 -2.983
C -4.975 1.168 -2.374
C -4.328 0.101 -2.992
C -3.038 -0.196 -2.556
C -2.465 0.477 -1.504
O -1.089 0.290 -1.253
C -3.156 1.512 -0.792
C -2.644 2.193 0.309
N -1.574 1.778 1.014
C -0.991 2.584 1.917
C -1.102 3.996 1.924
C -0.473 4.768 2.871
C 0.278 4.192 3.883
C 0.446 2.804 3.921
C 1.194 2.153 4.928
C 1.321 0.782 4.898
C 0.711 0.074 3.872
N -0.019 0.647 2.917
C -0.164 1.979 2.924
C -4.436 1.858 -1.326
H -4.795 -0.432 -3.801
H -2.458 -0.949 -3.073
H -3.197 3.072 0.648
H -1.655 4.483 1.136
H -0.562 5.847 2.827
H 0.745 4.801 4.645
H 1.639 2.748 5.717
H 1.882 0.256 5.658
H 0.802 -1.000 3.812
H -4.969 2.692 -0.898
C 1.505 2.244 -0.180
C 2.041 0.936 0.261
N 1.348 -0.159 0.453
C 2.219 -1.120 0.869
C 3.471 -0.593 0.935
N 3.353 0.720 0.549
C 4.443 1.641 0.397
N 5.434 1.142 -0.508
N 6.753 1.261 -0.197
N 7.466 0.782 -1.143
C 6.651 0.313 -2.121
C 6.938 -0.304 -3.340
C 5.866 -0.684 -4.119
C 4.548 -0.475 -3.712
C 4.233 0.140 -2.510
C 5.306 0.537 -1.726
H 0.442 2.136 -0.369
H 1.999 2.586 -1.089
H 1.632 2.993 0.603
H 1.882 -2.118 1.068
H 4.417 -1.015 1.207
H 4.959 1.807 1.352
H 4.039 2.598 0.043
H 7.958 -0.475 -3.641
H 6.048 -1.168 -5.068
H 3.748 -0.810 -4.353
H 3.207 0.277 -2.205
C 0.741 0.273 -5.714
C 0.431 1.396 -4.718
C 1.669 2.279 -4.527
C -0.757 2.228 -5.230
C 0.000 0.843 -3.435
C -0.417 0.574 -2.340
H 1.035 0.691 -6.678
H -0.139 -0.351 -5.861
H 1.546 -0.360 -5.345
H 1.918 2.797 -5.451
H 2.524 1.678 -4.229
H 1.485 3.018 -3.751
H -0.576 2.599 -6.237
H -0.942 3.073 -4.571
H -1.655 1.613 -5.242
```